{"formula": "C19H12F2N2OS", "method": "ωB97M-V/def2-TZVPD", "homo_ev": -8.3, "e_tot_ha": -1513.566599, "gap_ev": 8.1047, "total_charge": 0, "elements": ["S", "F", "F", "O", "N", "N", "C", "C", "C", "C", "C", "C", "C", "C", "C", "C", "C", "C", "C", "C", "C", "C", "C", "C", "C", "H", "H", "H", "H", "H", "H", "H", "H", "H", "H", "H", "H"], "coordinates": [[0.847138, -3.187266, 0.975300], [-6.489907, 1.666048, 1.837719], [6.925884, 2.087822, 0.474764], [1.423107, 1.340701, -1.056491], [-1.053943, -2.007351, -0.577939], [-0.438029, 0.341196, -1.365799], [-5.571867, 0.932652, 1.113827], [2.276226, -2.310315, 1.017112], [-5.134187, -0.232720, -0.899060], [-3.849262, -0.005435, -0.451189], [4.062659, 0.056029, -0.890829], [0.887246, 0.331410, -0.900055], [-1.384004, -0.822590, -1.124425], [2.362806, -1.121261, 0.335293], [5.835903, 1.255237, 0.250392], [-2.844812, -0.585013, -1.559353], [-5.955732, 0.202985, 0.197163], [5.347867, 0.713788, 1.709597], [1.047335, -0.969891, -0.004549], [0.133587, -1.927911, 0.085900], [-4.213223, 1.641629, 1.143499], [3.477024, -0.201018, 0.320198], [5.195814, 1.113785, -0.768409], [-3.436897, 0.853945, 0.409161], [4.319361, -0.204570, 1.650165], [6.071701, 1.065162, 2.423968], [-7.053688, -0.043171, 0.206749], [-3.912487, 2.322219, 1.846849], [3.391615, 0.131135, -1.538638], [3.063990, -2.610459, 1.673987], [3.889282, -0.504952, 2.612213], [5.492619, 1.446197, -1.817821], [-3.144882, -1.508677, -1.787990], [-5.498287, -1.266585, -1.390239], [-0.901651, 1.062967, -2.029095], [-2.884983, -0.191487, -2.543285], [-2.283333, 1.135759, 0.421303]], "atomic_forces_ev_per_a": [[-0.3, -0.7, 0.2], [-0.2, -1.0, 0.5], [-0.9, -0.6, -1.0], [4.7, 3.7, -0.3], [-1.6, 3.8, -0.4], [-4.9, -3.4, -0.7], [4.4, 10.5, 6.2], [2.9, -0.2, 1.0], [-1.3, -3.2, 3.9], [0.6, -4.9, -9.5], [5.5, 3.8, 8.8], [-6.3, -4.0, 1.6], [1.3, 0.3, -0.3], [-1.2, -2.6, 3.0], [3.8, 1.2, 12.7], [2.4, 1.6, 2.6], [-5.5, -5.7, -7.2], [0.5, -0.7, -5.3], [1.1, 7.0, -5.2], [-0.6, -1.4, -0.5], [-5.1, -4.9, 0.0], [3.6, -2.9, 1.9], [-5.2, -3.6, -11.6], [7.2, 5.2, 2.9], [-0.5, 3.5, -1.0], [-0.4, -0.4, 0.8], [1.1, 0.2, -0.1], [0.4, 1.7, 1.4], [-4.7, 0.2, -6.7], [0.4, -0.7, 0.2], [-0.1, -0.4, -0.6], [-0.1, 0.1, 1.8], [-1.4, -4.0, -0.3], [1.1, 3.0, 0.3], [1.7, -1.4, 1.8], [-0.1, 1.7, -0.7], [-2.3, -0.9, -0.1]], "mulliken_charge": [-0.260, -0.320, -0.308, -0.600, -0.619, -0.154, 0.348, -0.746, -0.643, 0.826, -0.739, 0.370, 0.304, -0.613, 0.350, -1.546, -0.345, -0.545, 0.686, 0.734, -0.853, 0.698, -0.348, 0.106, -0.765, 0.428, 0.335, 0.496, 0.661, 0.486, 0.368, 0.294, 0.618, 0.249, 0.337, 0.584, 0.126]}